*A*
Molecular formula: C4H7ClF2
Method: DFT, ωB97M-V with the def2-TZVPD basis set

```
14
C4H7ClF2 | OMol25 | ωB97M-V with the def2-TZVPD basis set
C 0.637 -0.801 -1.066
C 0.198 -0.487 1.341
C -1.024 0.962 -0.267
C 0.376 0.284 0.033
F -1.364 1.840 0.726
F -0.938 1.592 -1.399
Cl 1.560 1.614 0.038
H 1.426 -0.487 -1.784
H -0.342 -0.923 -1.535
H 0.958 -1.732 -0.664
H -0.819 -0.864 1.226
H 0.781 -1.463 1.329
H 0.399 0.200 2.237
H -1.848 0.264 -0.216
```

Values from the calculation:
HOMO-LUMO gap, eV: 11.671
LUMO level, eV: 0.81
HOMO, eV: -10.860
Structure (SMILES): CC(C)(Cl)C(F)F
Molar mass, g mol⁻¹: 128.55

*B*
Molecular formula: C4H7ClF2
Method: DFT, ωB97M-V with the def2-TZVPD basis set

```
14
C4H7ClF2 | OMol25 | ωB97M-V with the def2-TZVPD basis set
C 0.660 1.487 -0.460
C -0.824 -0.110 -1.735
C -0.216 -1.413 2.254
C 0.352 0.509 -1.581
F 1.009 -1.253 1.836
F -1.105 -0.696 1.392
Cl 1.778 0.182 -2.509
H 0.464 2.564 -0.832
H 1.811 1.422 -0.295
H 0.104 1.334 0.465
H -0.610 -2.438 2.120
H -1.740 0.073 -1.179
H -1.181 -0.590 -2.680
H -0.502 -1.072 3.203
```

Values from the calculation:
HOMO-LUMO gap, eV: 10.169
LUMO level, eV: 0.95
HOMO, eV: -9.220
Structure (SMILES): C=C(C)Cl.FCF
Molar mass, g mol⁻¹: 128.55

Stability ranking, top entry: *A*; the second entry is 0.0451 hartree less favorable.

*A*
Molecular formula: C12H24O6S3
Method: DFT, ωB97M-V with the def2-TZVPD basis set

```
45
C12H24O6S3 | OMol25 | ωB97M-V with the def2-TZVPD basis set
C -5.483 0.534 -0.048
C -4.275 -0.415 0.125
C -4.494 -1.029 1.375
S -4.758 0.438 2.389
O -3.501 1.072 2.776
O -5.723 0.212 3.401
C -5.292 1.366 1.133
H -6.372 0.060 -0.074
H -5.238 1.191 -0.840
H -3.370 0.114 -0.038
H -4.286 -1.294 -0.663
H -3.614 -1.620 1.599
H -5.460 -1.597 1.552
H -4.610 2.118 0.992
H -6.408 1.792 1.495
C 2.001 -1.432 0.769
C 2.364 -2.862 1.209
C 1.065 -3.605 1.169
S -0.083 -2.449 1.773
O -0.025 -2.652 3.187
O -1.284 -2.728 1.017
C 0.723 -1.033 1.326
H 1.912 -1.577 -0.350
H 3.050 -0.927 0.983
H 3.031 -3.012 2.212
H 3.164 -3.333 0.690
H 1.004 -4.396 1.853
H 0.844 -3.650 0.251
H 0.848 -0.429 2.266
H 0.138 -0.476 0.564
C 4.828 2.013 -2.218
C 3.793 0.880 -2.054
C 2.463 1.481 -1.685
S 2.653 3.153 -2.207
O 2.947 3.908 -1.061
O 1.591 3.420 -3.105
C 4.158 3.052 -3.106
H 5.748 1.487 -2.542
H 5.189 2.513 -1.306
H 4.140 0.231 -1.267
H 3.743 0.283 -2.936
H 2.282 1.615 -0.721
H 1.813 1.006 -2.306
H 4.704 3.937 -3.260
H 4.058 2.653 -4.305
```

Values from the calculation:
HOMO-LUMO gap, eV: 10.221
LUMO level, eV: 0.20
HOMO, eV: -10.024
Structure (SMILES): O=S1(=O)CCCC1.O=S1(=O)CCCC1.O=S1(=O)CCCC1
Molar mass, g mol⁻¹: 360.52

*B*
Molecular formula: C12H24O6S3
Method: DFT, ωB97M-V with the def2-TZVPD basis set

```
45
C12H24O6S3 | OMol25 | ωB97M-V with the def2-TZVPD basis set
C 13.132 -28.035 1.949
C 11.693 -27.442 2.022
C 11.103 -28.019 3.341
S 12.526 -27.667 4.511
O 12.406 -28.606 5.615
O 12.370 -26.287 4.860
C 13.878 -28.039 3.357
H 13.677 -27.525 1.154
H 13.030 -29.067 1.616
H 10.945 -27.720 1.279
H 11.934 -26.379 2.021
H 11.048 -29.097 3.185
H 10.195 -27.546 3.714
H 14.374 -28.959 3.664
H 14.646 -27.271 3.449
C 14.473 -26.795 11.784
C 15.015 -25.288 12.067
C 16.023 -24.968 10.936
S 16.993 -26.454 10.577
O 18.079 -26.574 11.540
O 17.238 -26.552 9.078
C 15.597 -27.658 11.102
H 13.726 -26.728 10.993
H 13.871 -27.273 12.557
H 15.383 -25.371 13.090
H 14.176 -24.593 12.033
H 16.712 -24.203 11.291
H 15.652 -24.625 9.970
H 16.015 -28.453 11.719
H 15.315 -27.999 10.105
C 16.100 -20.677 4.395
C 15.721 -20.710 2.934
C 16.914 -20.860 2.093
S 17.891 -22.095 2.895
O 19.308 -21.536 2.888
O 17.553 -23.374 2.386
C 17.153 -21.732 4.539
H 15.174 -20.922 4.916
H 16.363 -19.639 4.602
H 15.422 -19.696 2.666
H 14.983 -21.507 2.847
H 17.469 -19.925 2.027
H 16.643 -21.063 1.057
H 17.891 -21.416 5.276
H 16.415 -22.524 4.669
```

Values from the calculation:
HOMO-LUMO gap, eV: 10.573
LUMO level, eV: 0.40
HOMO, eV: -10.168
Structure (SMILES): O=S1(=O)CCCC1.O=S1(=O)CCCC1.O=S1(=O)CCCC1
Molar mass, g mol⁻¹: 360.52

Stability ranking, top entry: *B*; the second entry is 0.0942 hartree less favorable.

*A*
Molecular formula: H2N2O2S
Method: DFT, ωB97M-V with the def2-TZVPD basis set

```
7
H2N2O2S | OMol25 | ωB97M-V with the def2-TZVPD basis set
N 0.634 -0.289 0.365
N -0.612 0.531 -0.157
O 0.123 1.635 2.036
O 1.503 2.164 0.044
S 0.639 1.338 0.724
H 0.365 -0.817 1.172
H -0.588 0.673 -1.150
```

Values from the calculation:
HOMO-LUMO gap, eV: 11.756
LUMO level, eV: 0.52
HOMO, eV: -11.237
Structure (SMILES): O=S1(=O)NN1
Molar mass, g mol⁻¹: 94.09

*B*
Molecular formula: H2N2O2S
Method: DFT, ωB97M-V with the def2-TZVPD basis set

```
7
H2N2O2S | OMol25 | ωB97M-V with the def2-TZVPD basis set
N 2.250 -0.729 0.026
N 1.172 -0.265 0.008
O 0.382 0.432 0.587
O -2.707 -0.701 -0.466
S -2.371 0.632 0.074
H 2.901 -0.592 0.756
H -1.627 1.224 -0.985
```

Values from the calculation:
HOMO-LUMO gap (spin up / spin down), eV: 8.932 / 7.764
LUMO level (spin up / spin down), eV: -0.73 / -1.08
HOMO (spin up / spin down), eV: -9.659 / -8.840
Molar mass, g mol⁻¹: 94.09

Stability ranking, top entry: *A*; the second entry is 0.0779 hartree less favorable.

*A*
Molecular formula: C17H20N2O3S
Method: DFT, ωB97M-V with the def2-TZVPD basis set

```
43
C17H20N2O3S | OMol25 | ωB97M-V with the def2-TZVPD basis set
C 0.705 -1.182 3.205
H -0.278 -0.858 2.871
H 0.893 -2.182 2.820
H 0.725 -1.214 4.291
C 1.754 -0.206 2.688
N 1.634 -0.013 1.258
C 1.174 1.133 0.730
O 1.038 2.167 1.352
C 0.949 1.092 -0.791
N -0.108 0.211 -1.231
S -1.541 0.269 -0.371
O -1.303 0.129 1.038
O -2.426 -0.676 -0.991
C -2.091 1.927 -0.734
C -1.775 2.970 0.116
C -2.193 4.250 -0.214
C -2.916 4.467 -1.376
C -3.228 3.410 -2.217
C -2.811 2.129 -1.896
H -3.042 1.280 -2.518
H -3.795 3.583 -3.120
H -3.241 5.466 -1.628
H -1.951 5.076 0.438
H -1.203 2.774 1.008
C 0.204 -0.989 -1.982
C 0.820 -2.072 -1.134
C 2.182 -2.346 -1.189
C 2.737 -3.314 -0.367
C 1.934 -4.014 0.517
C 0.575 -3.746 0.577
C 0.019 -2.780 -0.243
H -1.036 -2.560 -0.198
H -0.055 -4.296 1.260
H 2.366 -4.770 1.156
H 3.795 -3.523 -0.421
H 2.811 -1.807 -1.884
H -0.752 -1.335 -2.382
H 0.864 -0.717 -2.812
H 1.883 0.795 -1.274
H 0.706 2.117 -1.102
H 1.591 -0.852 0.698
H 1.621 0.777 3.144
H 2.764 -0.570 2.908
```

Values from the calculation:
HOMO-LUMO gap, eV: 9.875
LUMO level, eV: 0.68
HOMO, eV: -9.199
Structure (SMILES): CCNC(=O)CN(Cc1ccccc1)S(=O)(=O)c1ccccc1
Molar mass, g mol⁻¹: 332.42

*B*
Molecular formula: C17H20N2O3S
Method: DFT, ωB97M-V with the def2-TZVPD basis set

```
43
C17H20N2O3S | OMol25 | ωB97M-V with the def2-TZVPD basis set
C 2.659 2.511 -0.288
H 1.691 2.973 -0.463
H 2.832 1.777 -1.072
H 3.428 3.277 -0.343
C 2.675 1.860 1.091
N 1.689 0.798 1.200
C 1.923 -0.446 0.676
C 3.135 -0.770 0.048
C 3.356 -2.026 -0.467
C 2.379 -3.012 -0.383
C 1.181 -2.718 0.223
C 0.932 -1.450 0.758
C -0.315 -1.116 1.388
C -0.501 0.105 1.926
C 0.492 1.148 1.815
O 0.315 2.282 2.232
H -1.407 0.396 2.433
S -1.567 -2.370 1.409
C -3.150 -1.450 1.393
C -3.194 -0.077 0.739
O -3.667 0.849 1.368
N -2.782 0.066 -0.538
C -2.241 -0.937 -1.425
H -2.972 -1.149 -2.216
C -0.935 -0.386 -2.052
O -0.379 0.623 -1.248
C -1.197 1.777 -1.188
C -2.687 1.400 -1.094
H -3.158 1.399 -2.082
H -3.221 2.088 -0.438
H -0.876 2.314 -0.294
H -1.023 2.408 -2.073
H -0.178 -1.169 -2.115
H -1.129 0.003 -3.063
H -2.041 -1.858 -0.882
H -3.477 -1.318 2.426
H -3.842 -2.128 0.889
H 0.412 -3.471 0.302
H 2.558 -3.994 -0.790
H 4.301 -2.245 -0.943
H 3.918 -0.036 -0.040
H 3.664 1.467 1.338
H 2.400 2.606 1.842
```

Values from the calculation:
HOMO-LUMO gap, eV: 8.502
LUMO level, eV: 0.18
HOMO, eV: -8.327
Structure (SMILES): CCn1c(=O)cc(SCC(=O)N2CCOCC2)c2ccccc21
Molar mass, g mol⁻¹: 332.42

*C*
Molecular formula: C17H20N2O3S
Method: DFT, ωB97M-V with the def2-TZVPD basis set

```
43
C17H20N2O3S | OMol25 | ωB97M-V with the def2-TZVPD basis set
C -5.301 -1.427 2.039
O -4.723 -1.219 0.776
C -3.659 -0.372 0.684
C -3.079 0.302 1.744
C -1.995 1.144 1.543
C -1.479 1.322 0.270
C -2.052 0.651 -0.809
C -3.132 -0.191 -0.616
O -3.754 -0.886 -1.604
C -3.286 -0.731 -2.922
H -3.926 -1.364 -3.535
H -2.247 -1.059 -3.023
H -3.370 0.306 -3.260
H -1.635 0.804 -1.789
N -0.382 2.177 0.113
C 0.364 2.423 -0.988
O 0.173 1.973 -2.099
C 1.518 3.381 -0.717
H 1.133 4.401 -0.673
H 2.247 3.313 -1.525
S 2.359 3.107 0.875
C 3.314 1.604 0.501
H 3.899 1.793 -0.398
C 2.446 0.368 0.343
C 3.270 -0.881 0.185
N 4.588 -0.758 0.215
C 5.332 -1.843 0.075
C 4.806 -3.112 -0.101
C 3.425 -3.245 -0.133
C 2.643 -2.114 0.011
H 1.565 -2.174 -0.010
H 2.968 -4.214 -0.270
H 5.453 -3.968 -0.211
H 6.401 -1.677 0.108
H 1.801 0.465 -0.535
H 1.796 0.256 1.217
H 3.995 1.485 1.342
H -0.048 2.607 0.970
H -1.557 1.661 2.384
H -3.463 0.183 2.744
H -5.693 -0.496 2.462
H -6.125 -2.120 1.874
H -4.590 -1.873 2.742
```

Values from the calculation:
HOMO-LUMO gap, eV: 8.377
LUMO level, eV: 0.68
HOMO, eV: -7.700
Structure (SMILES): COc1ccc(NC(=O)CSCCc2ccccn2)cc1OC
Molar mass, g mol⁻¹: 332.42

*D*
Molecular formula: C17H20N2O3S
Method: DFT, ωB97M-V with the def2-TZVPD basis set

```
43
C17H20N2O3S | OMol25 | ωB97M-V with the def2-TZVPD basis set
O -2.968 1.130 -0.169
O 0.723 -1.643 -3.313
N -0.715 -1.406 -1.604
O -4.081 -0.929 0.048
S 1.411 0.483 -1.316
C -3.012 -0.048 0.172
C -0.314 -1.965 -2.788
C -0.055 -0.460 -0.983
C 0.078 1.386 2.246
C 2.158 2.586 2.067
C 1.421 1.198 0.248
C 0.299 0.795 0.966
C 1.037 2.218 2.805
C 2.349 2.088 0.785
N -0.536 -0.076 0.288
C 0.802 2.823 4.171
C 3.502 2.479 -0.038
C -1.766 -0.630 0.849
C -5.203 -0.410 -2.086
C -5.251 -0.407 -0.565
C -0.526 -4.131 -4.297
C -1.334 -3.004 -4.941
C -1.209 -3.047 -3.454
H -0.856 1.199 2.793
H 2.886 3.253 2.511
H 1.505 3.666 4.267
H 0.951 2.119 4.996
H -0.216 3.190 4.273
H 3.846 1.682 -0.709
H 4.324 2.757 0.609
H 3.209 3.357 -0.578
H -1.765 -1.713 0.738
H -1.862 -0.508 1.937
H -4.423 0.232 -2.468
H -5.017 -1.448 -2.436
H -6.159 -0.062 -2.496
H -6.114 -1.000 -0.243
H -5.446 0.613 -0.207
H -0.973 -5.126 -4.299
H 0.574 -4.061 -4.397
H -0.714 -2.202 -5.370
H -2.305 -3.108 -5.396
H -2.052 -3.372 -2.840
```

Values from the calculation:
HOMO-LUMO gap, eV: 8.721
LUMO level, eV: 0.55
HOMO, eV: -8.166
Structure (SMILES): CCOC(=O)Cn1/c(=N/C(=O)C2CC2)sc2c(C)cc(C)cc21
Molar mass, g mol⁻¹: 332.42

Stability ranking, top entry: *B*; the second entry is 0.0173 hartree less favorable.

*A*
Molecular formula: C7H7NO2
Method: DFT, ωB97M-V with the def2-TZVPD basis set

```
17
C7H7NO2 | OMol25 | ωB97M-V with the def2-TZVPD basis set
C -1.499 2.577 0.016
C 0.345 -2.882 -0.471
C 0.304 -1.557 -0.539
C 0.689 2.113 -0.964
C -0.376 1.738 -0.035
C -0.447 0.460 0.667
C 0.681 -0.604 0.552
N -2.385 3.230 0.418
O 0.616 3.163 -1.615
O -1.488 0.130 1.397
H 0.387 -3.561 -1.299
H 0.532 -3.326 0.572
H 0.146 -1.066 -1.591
H 1.478 1.254 -1.172
H 1.629 -0.062 0.368
H 0.843 -1.004 1.581
H -1.454 -0.603 2.116
```

Values from the calculation:
HOMO-LUMO gap, eV: 8.980
LUMO level, eV: -0.39
HOMO, eV: -9.372
Structure (SMILES): C=CC/C(O)=C(/C#N)C=O
Molar mass, g mol⁻¹: 137.14

*B*
Molecular formula: C7H7NO2
Method: DFT, ωB97M-V with the def2-TZVPD basis set

```
17
C7H7NO2 | OMol25 | ωB97M-V with the def2-TZVPD basis set
N 2.509 -0.470 0.396
C 1.582 0.162 -0.319
C 0.147 -0.033 -0.031
C -0.646 -0.958 0.836
O -1.463 0.046 1.366
C -0.963 0.984 0.332
C -1.969 0.911 -0.787
C -1.875 -0.314 -1.332
C -0.752 -1.057 -0.702
H -0.365 -1.800 1.467
H -0.707 1.951 0.770
H -2.749 1.649 -0.965
H -2.563 -0.760 -2.049
H -0.309 -1.944 -1.155
O 2.017 1.376 -0.386
H 2.392 -1.476 0.424
H 3.124 0.746 0.356
```

Values from the calculation:
HOMO-LUMO gap, eV: 9.800
LUMO level, eV: 0.39
HOMO, eV: -9.414
Molar mass, g mol⁻¹: 137.14

Stability ranking, top entry: *A*; the second entry is 0.0909 hartree less favorable.

*A*
Molecular formula: C7H7NO2
Method: DFT, ωB97M-V with the def2-TZVPD basis set

```
17
C7H7NO2 | OMol25 | ωB97M-V with the def2-TZVPD basis set
C 1.846 1.423 0.124
C -0.014 0.049 -0.231
C -0.013 -0.749 0.910
C -1.166 -1.522 1.106
C -2.314 -1.485 0.347
C -2.245 -0.618 -0.688
C -1.103 0.146 -1.014
H 2.996 1.519 -1.417
H 3.898 2.083 -0.079
H 0.836 -0.959 1.611
H -1.080 -2.119 2.027
H -3.168 -2.098 0.603
H -3.115 -0.537 -1.430
H -1.032 0.581 -1.957
N 3.012 1.745 -0.435
O 1.555 1.860 1.221
O 1.108 0.680 -0.700
```

Values from the calculation:
HOMO-LUMO gap, eV: 10.256
LUMO level, eV: 0.84
HOMO, eV: -9.417
Structure (SMILES): NC(=O)Oc1ccccc1
Molar mass, g mol⁻¹: 137.14

*B*
Molecular formula: C7H7NO2
Method: DFT, ωB97M-V with the def2-TZVPD basis set

```
17
C7H7NO2 | OMol25 | ωB97M-V with the def2-TZVPD basis set
O 1.710 -1.878 1.322
H 1.161 -2.564 0.930
H 2.452 -1.747 0.704
N 3.008 0.602 -1.142
C 1.866 0.591 -0.925
C 0.503 0.523 -0.516
C -0.158 1.001 0.763
C -0.632 1.529 -0.569
C -1.690 0.439 -0.871
O -2.362 0.149 0.365
C -1.068 -0.247 0.852
C -0.571 -0.599 -0.577
H 0.267 1.621 1.548
H -0.594 2.576 -0.859
H -2.332 0.495 -1.754
H -1.069 -0.893 1.733
H -0.488 -1.598 -1.006
```

Values from the calculation:
HOMO-LUMO gap, eV: 10.702
LUMO level, eV: 0.62
HOMO, eV: -10.086
Molar mass, g mol⁻¹: 137.14

Stability ranking, top entry: *A*; the second entry is 0.1484 hartree less favorable.